{"formula": "C3H10N2O", "method": "ωB97M-V/def2-TZVPD", "elements": ["C", "C", "C", "N", "N", "O", "H", "H", "H", "H", "H", "H", "H", "H", "H", "H"], "positions_angstrom": [[1.935, -0.241, -0.664], [-0.315, -0.491, 0.867], [1.189, 0.478, 0.394], [-2.586, 0.046, -0.239], [-1.263, -0.549, -0.210], [0.644, 1.691, -0.198], [2.739, -0.795, -0.363], [1.250, -0.905, -1.269], [2.236, 0.568, -1.400], [0.145, -1.470, 1.183], [-0.662, 0.140, 1.726], [1.607, 0.731, 1.384], [-3.122, -0.208, 0.653], [-2.558, 1.105, -0.161], [-1.269, -1.428, -0.824], [0.031, 1.327, -0.878]], "forces_ev_per_a": [[-1.78, 1.48, -2.63], [2.66, 1.66, 0.15], [-4.42, -0.21, 0.81], [-0.12, 0.70, 2.36], [-0.32, -1.12, -1.77], [-0.15, -1.18, 0.27], [2.16, -1.41, 0.84], [0.51, 0.57, 0.68], [0.19, -1.07, 0.78], [-0.94, 0.76, -0.22], [-0.05, -0.89, -0.71], [0.34, -0.13, -0.84], [0.98, 0.11, -1.49], [0.59, -1.73, -0.38], [-0.01, 2.05, 1.65], [0.34, 0.42, 0.49]], "smiles": "C[C@@H](O)CNN", "gap_ev": 9.383, "homo_energy_ev": -8.3}



{"formula": "C4H5N3O", "method": "ωB97M-V/def2-TZVPD", "elements": ["C", "C", "C", "C", "H", "H", "H", "H", "H", "N", "N", "N", "O"], "positions_angstrom": [[0.231, -0.118, 1.493], [1.437, -0.379, 0.973], [1.690, -0.516, -0.503], [-1.264, 0.201, -1.027], [-1.726, -0.134, 2.031], [0.399, -0.157, 2.524], [2.225, -0.621, 1.742], [2.563, -1.045, -0.868], [-1.924, 0.287, -1.984], [-1.086, 0.106, 1.222], [1.036, -0.029, -1.481], [-1.879, -0.043, 0.089], [-0.075, 0.789, -0.984]], "forces_ev_per_a": [[0.23, -0.14, 0.44], [0.59, -0.61, -2.20], [0.16, 0.57, 1.28], [-3.12, 0.78, 0.17], [1.52, 0.64, -1.35], [-0.72, 0.23, 1.84], [-0.78, 0.34, -1.42], [0.14, -0.12, 0.19], [1.47, -0.64, 1.67], [-2.06, -0.79, 1.55], [-0.32, 0.04, -0.13], [1.48, 0.05, -1.79], [1.40, -0.35, -0.25]], "smiles": "c1cnocn[nH]c1", "gap_ev": 9.061, "homo_energy_ev": -8.5}



{"formula": "C19H12AlCl5F6O5", "method": "ωB97M-V/def2-TZVPD", "elements": ["Al", "Cl", "C", "C", "Cl", "C", "Cl", "C", "O", "C", "Cl", "C", "Cl", "C", "O", "C", "C", "C", "C", "C", "C", "O", "C", "O", "C", "H", "H", "H", "H", "H", "H", "H", "H", "H", "C", "C", "O", "C", "F", "F", "F", "C", "F", "F", "F", "H", "H", "H"], "positions_angstrom": [[0.808, -0.569, 0.705], [-6.304, 1.530, 0.047], [-4.688, 1.031, 0.348], [-3.861, 0.674, -0.711], [-4.449, 0.700, -2.308], [-2.546, 0.268, -0.444], [-1.448, -0.056, -1.655], [-2.052, 0.194, 0.857], [-0.844, -0.217, 1.133], [-2.912, 0.555, 1.909], [-2.289, 0.459, 3.506], [-4.206, 0.975, 1.659], [-5.228, 1.417, 2.964], [1.966, 5.069, -2.674], [1.099, 4.262, -3.448], [0.664, 3.051, -2.959], [0.111, 2.271, -3.914], [-0.754, 1.063, -4.107], [-1.570, 0.099, -3.842], [-0.297, -2.163, -1.416], [-1.299, -3.241, -1.541], [0.500, -1.978, -0.518], [1.046, 1.475, -1.151], [1.478, 0.802, -0.133], [1.007, 2.772, -1.528], [2.264, 5.886, -3.327], [2.858, 4.528, -2.351], [1.460, 5.488, -1.802], [0.269, 2.721, -4.889], [-0.850, 0.923, -5.204], [-1.559, -3.367, -2.589], [-2.200, -2.972, -0.984], [-0.877, -4.148, -1.103], [1.228, 3.564, -0.821], [3.791, -2.264, 2.583], [2.293, -2.047, 2.754], [1.845, -1.007, 1.971], [1.995, -1.663, 4.223], [0.680, -1.638, 4.472], [2.561, -2.514, 5.091], [2.483, -0.446, 4.479], [1.526, -3.339, 2.385], [2.003, -3.849, 1.233], [0.219, -3.096, 2.177], [1.620, -4.290, 3.314], [4.311, -1.366, 2.909], [4.007, -2.434, 1.531], [4.140, -3.114, 3.167]], "forces_ev_per_a": [[-0.78, 0.27, 0.18], [-0.04, 0.01, -0.02], [-0.01, -0.02, -0.04], [0.22, -0.13, 0.50], [0.03, 0.01, -0.31], [-1.32, 0.66, 1.20], [0.59, -0.18, -0.01], [-0.40, 0.09, 0.45], [0.68, -0.30, 0.00], [0.21, -0.06, -0.01], [-0.01, 0.01, 0.04], [-0.10, 0.02, -0.03], [0.00, 0.00, 0.01], [0.11, 0.08, 0.03], [-0.18, -0.31, 0.01], [0.51, -0.12, 1.15], [-0.75, -0.40, -0.67], [1.60, 2.02, 0.08], [-0.39, -0.54, -1.23], [0.62, -0.33, -0.24], [-0.03, -0.06, -0.04], [0.01, 0.09, 0.39], [0.66, 0.65, -0.24], [-0.16, 0.53, -0.35], [-0.71, -1.49, -0.59], [-0.01, -0.01, 0.00], [-0.03, -0.04, -0.01], [0.00, 0.00, -0.01], [-0.06, 0.14, 0.08], [-0.16, -0.43, -0.06], [-0.06, -0.07, 0.03], [0.04, 0.09, 0.06], [-0.02, -0.02, -0.05], [-0.01, 0.00, -0.07], [0.00, 0.00, 0.04], [-0.10, 0.04, 0.05], [0.06, -0.19, -0.35], [-0.06, 0.00, -0.01], [0.01, 0.01, 0.00], [0.00, -0.01, 0.02], [0.01, 0.00, 0.00], [-0.02, 0.00, -0.03], [-0.01, 0.01, -0.01], [0.01, 0.00, 0.04], [0.04, -0.02, 0.01], [0.00, 0.00, 0.00], [0.00, 0.01, 0.00], [0.00, 0.00, 0.00]], "gap_ev": [6.501, 7.015], "homo_energy_ev": [-7.7, -7.7]}



Let's list relative energy (zero: lowest compared OMol25 entry of this formula, charge and spin) in order: 323.1; 519.7; 1141.7 kJ/mol.